{"formula": "C31H88N10O15", "method": "ωB97M-V with the def2-TZVPD basis set", "species": ["C", "O", "H", "H", "H", "H", "C", "O", "H", "H", "H", "H", "C", "O", "H", "H", "H", "H", "C", "O", "H", "H", "H", "H", "C", "O", "N", "N", "H", "H", "H", "H", "C", "O", "N", "N", "H", "H", "H", "H", "C", "O", "N", "N", "H", "H", "H", "H", "C", "O", "C", "C", "N", "C", "C", "O", "C", "H", "H", "H", "H", "H", "H", "H", "H", "H", "H", "H", "H", "H", "H", "H", "C", "O", "C", "C", "N", "C", "C", "O", "C", "H", "H", "H", "H", "H", "H", "H", "H", "H", "H", "H", "H", "H", "H", "H", "C", "O", "C", "C", "N", "C", "C", "O", "C", "H", "H", "H", "H", "H", "H", "H", "H", "H", "H", "H", "H", "H", "H", "H", "C", "O", "C", "C", "N", "C", "C", "O", "C", "H", "H", "H", "H", "H", "H", "H", "H", "H", "H", "H", "H", "H", "H", "H"], "xyz": [[-0.126, -2.378, 4.183], [0.736, -1.858, 3.206], [-1.059, -2.083, 3.775], [-0.199, -3.497, 4.267], [0.136, -1.855, 5.110], [1.662, -2.107, 3.370], [0.983, 0.117, -1.686], [1.908, 1.076, -2.062], [1.136, -0.086, -0.632], [-0.023, 0.495, -1.819], [1.100, -0.851, -2.225], [1.840, 1.221, -2.997], [-3.726, -1.712, -4.592], [-3.169, -0.416, -4.623], [-2.884, -2.480, -4.473], [-4.236, -1.888, -3.626], [-4.370, -1.886, -5.460], [-3.257, -0.014, -3.754], [-4.941, 1.397, -1.737], [-3.559, 1.001, -1.838], [-5.460, 1.194, -2.655], [-5.305, 0.844, -0.905], [-5.176, 2.478, -1.465], [-3.050, 1.706, -2.307], [-0.873, 4.194, -2.685], [-1.523, 3.134, -2.699], [-1.282, 5.327, -2.094], [0.273, 4.306, -3.358], [-1.997, 5.210, -1.296], [-0.622, 6.022, -1.901], [0.654, 3.408, -3.791], [0.944, 5.028, -3.116], [5.783, 2.034, -2.728], [6.706, 2.299, -3.511], [4.548, 1.638, -3.161], [5.951, 2.064, -1.390], [4.397, 1.666, -4.184], [3.755, 1.551, -2.545], [5.139, 1.792, -0.849], [6.876, 2.198, -0.980], [0.389, 1.003, -5.051], [1.271, 1.794, -4.730], [-0.897, 1.459, -5.291], [0.497, -0.326, -5.133], [-1.768, 0.928, -5.321], [-1.067, 2.421, -5.368], [1.344, -0.757, -4.768], [-0.311, -0.898, -5.333], [1.960, -3.893, -3.123], [2.771, -2.797, -2.976], [3.836, -3.031, -2.153], [4.488, -1.706, -1.824], [4.999, -1.670, -0.451], [4.143, -0.872, 0.457], [4.377, -1.183, 1.907], [3.742, -2.420, 2.173], [4.617, -3.487, 2.511], [2.579, -4.792, -3.392], [1.180, -3.621, -3.817], [1.601, -4.128, -2.070], [4.524, -3.877, -2.373], [3.487, -3.299, -1.145], [3.632, -1.040, -1.919], [5.231, -1.433, -2.569], [5.883, -1.150, -0.496], [3.062, -1.074, 0.297], [4.227, 0.251, 0.394], [3.885, -0.443, 2.517], [5.405, -1.154, 2.176], [4.184, -4.458, 2.233], [5.015, -3.309, 3.499], [5.462, -3.505, 1.733], [5.119, 5.220, 3.529], [5.335, 3.878, 3.675], [5.064, 3.223, 2.425], [3.592, 2.982, 2.182], [3.315, 2.955, 0.766], [3.165, 4.242, 0.173], [3.004, 4.232, -1.359], [2.560, 5.485, -1.923], [3.399, 6.592, -1.494], [4.100, 5.382, 3.197], [5.889, 5.668, 2.925], [5.221, 5.627, 4.487], [5.514, 2.241, 2.464], [5.488, 3.840, 1.616], [3.092, 3.783, 2.658], [3.244, 2.088, 2.657], [2.588, 2.326, 0.358], [4.047, 4.799, 0.417], [2.237, 4.825, 0.458], [2.153, 3.637, -1.608], [3.857, 3.848, -1.935], [3.337, 7.370, -2.236], [4.430, 6.275, -1.500], [3.074, 6.886, -0.467], [-0.987, 3.126, 0.480], [-0.640, 2.834, 1.851], [-0.258, 1.456, 1.941], [-1.407, 0.482, 1.627], [-2.644, 0.857, 2.335], [-3.736, 0.068, 1.868], [-5.071, 0.571, 2.308], [-5.395, 1.823, 1.731], [-6.529, 2.430, 2.387], [-0.248, 2.637, -0.215], [-0.838, 4.192, 0.330], [-2.079, 2.811, 0.211], [0.109, 1.301, 2.953], [0.618, 1.241, 1.248], [-1.106, -0.525, 1.933], [-1.583, 0.498, 0.556], [-2.761, 1.823, 2.281], [-3.571, -0.870, 2.352], [-3.627, -0.113, 0.819], [-4.871, 0.590, 3.384], [-5.804, -0.190, 2.178], [-6.236, 2.699, 3.438], [-7.509, 1.901, 2.314], [-6.661, 3.406, 1.879], [-1.573, -4.178, 0.572], [-2.761, -4.223, 1.283], [-3.801, -3.852, 0.417], [-5.118, -3.892, 1.211], [-5.491, -5.257, 1.676], [-6.172, -5.170, 2.963], [-6.411, -6.517, 3.531], [-5.160, -7.146, 3.637], [-5.303, -8.464, 4.147], [-1.335, -3.178, 0.234], [-1.488, -4.755, -0.385], [-0.852, -4.689, 1.209], [-3.771, -4.573, -0.464], [-3.686, -2.808, 0.035], [-5.858, -3.550, 0.459], [-5.215, -3.201, 2.066], [-4.571, -5.686, 1.815], [-7.122, -4.570, 2.809], [-5.612, -4.458, 3.612], [-7.075, -7.172, 2.903], [-6.821, -6.606, 4.524], [-5.680, -8.428, 5.194], [-4.370, -8.971, 3.949], [-6.186, -8.927, 3.584]], "homo_energy_ev": -8.49, "homo_lumo_gap_ha": 0.32718, "smiles": "COCCNCCOC.COCCNCCOC.COCCNCCOC.COCCNCCOC.NC(N)=O.NC(N)=O.NC(N)=O.CO.CO.CO.CO", "relative_energy_kcal_mol": 20.5, "total_energy_ha": -2909.8828}

=====

{"formula": "C31H89N13O10", "method": "ωB97M-V with the def2-TZVPD basis set", "species": ["C", "C", "C", "O", "C", "N", "H", "H", "H", "H", "H", "H", "H", "H", "H", "H", "H", "C", "C", "C", "O", "C", "N", "H", "H", "H", "H", "H", "H", "H", "H", "H", "H", "H", "C", "C", "C", "O", "C", "N", "H", "H", "H", "H", "H", "H", "H", "H", "H", "H", "H", "C", "C", "C", "O", "C", "N", "H", "H", "H", "H", "H", "H", "H", "H", "H", "H", "H", "C", "C", "C", "O", "C", "N", "H", "H", "H", "H", "H", "H", "H", "H", "H", "H", "H", "C", "C", "C", "O", "C", "N", "H", "H", "H", "H", "H", "H", "H", "H", "H", "H", "H", "C", "C", "C", "O", "C", "N", "H", "H", "H", "H", "H", "H", "H", "H", "H", "H", "H", "C", "O", "N", "N", "H", "H", "H", "H", "C", "O", "N", "N", "H", "H", "H", "H", "C", "O", "N", "N", "H", "H", "H", "H"], "xyz": [[-3.812, 1.107, 0.460], [-5.075, 1.486, -0.342], [-6.390, 0.803, -0.111], [-6.378, -0.579, -0.660], [-7.401, -1.408, -0.210], [-5.223, 2.931, -0.098], [-3.960, 1.301, 1.523], [-2.975, 1.718, 0.121], [-3.489, 0.072, 0.349], [-4.819, 1.359, -1.394], [-7.210, 1.302, -0.629], [-6.648, 0.913, 0.942], [-8.390, -0.953, -0.276], [-7.258, -1.599, 0.854], [-7.520, -2.329, -0.781], [-5.843, 3.324, -0.792], [-5.804, 3.073, 0.716], [3.136, 0.639, 3.056], [3.297, -0.522, 3.965], [3.358, -1.968, 3.324], [4.228, -2.006, 2.179], [3.563, -2.015, 0.857], [4.453, -0.236, 4.885], [2.980, 1.563, 3.612], [2.143, 0.452, 2.648], [3.958, 0.714, 2.345], [2.450, -0.570, 4.649], [2.369, -2.357, 3.082], [3.736, -2.664, 4.073], [2.788, -2.781, 0.886], [4.233, -2.243, 0.028], [3.006, -1.127, 0.557], [4.485, -0.918, 5.629], [5.314, -0.382, 4.378], [-0.547, 3.374, -0.957], [0.874, 2.948, -1.345], [1.862, 4.097, -1.595], [3.248, 3.710, -1.632], [4.096, 4.817, -1.995], [1.518, 2.114, -0.352], [-0.595, 3.789, 0.050], [-1.265, 2.562, -0.834], [-1.017, 4.105, -1.614], [0.826, 2.385, -2.277], [1.824, 4.800, -0.762], [1.520, 4.656, -2.466], [3.833, 5.744, -1.485], [3.895, 5.081, -3.033], [5.148, 4.542, -1.928], [1.526, 2.595, 0.536], [2.456, 2.206, -0.715], [4.076, -3.577, -7.260], [4.274, -2.194, -6.806], [3.689, -1.974, -5.376], [3.459, -0.592, -5.314], [2.965, -0.207, -4.012], [5.717, -1.972, -6.841], [4.699, -4.365, -6.836], [4.322, -3.684, -8.317], [3.012, -3.809, -7.219], [3.793, -1.586, -7.572], [4.431, -2.390, -4.694], [2.772, -2.537, -5.202], [2.520, 0.785, -3.937], [3.704, -0.289, -3.214], [2.105, -0.777, -3.661], [6.079, -2.268, -5.946], [5.877, -0.976, -6.785], [-2.699, 1.007, -7.717], [-3.079, 0.321, -6.358], [-1.856, -0.123, -5.416], [-2.418, -0.838, -4.250], [-1.376, -0.888, -3.195], [-3.870, 1.269, -5.628], [-3.499, 1.557, -8.212], [-2.507, 0.273, -8.500], [-2.045, 1.867, -7.570], [-3.600, -0.591, -6.650], [-1.460, 0.850, -5.124], [-1.034, -0.591, -5.958], [-1.737, -1.555, -2.411], [-1.017, 0.057, -2.787], [-0.513, -1.402, -3.617], [-3.854, 0.903, -4.687], [-3.366, 2.136, -5.503], [-2.042, -4.848, 3.938], [-1.471, -3.435, 4.166], [0.052, -3.392, 4.142], [0.638, -4.296, 5.098], [1.956, -4.738, 5.051], [-2.009, -2.344, 3.278], [-2.139, -5.080, 2.877], [-3.041, -4.944, 4.365], [-1.441, -5.628, 4.405], [-1.868, -3.327, 5.175], [0.398, -2.373, 4.310], [0.433, -3.708, 3.171], [2.649, -4.089, 5.587], [2.388, -5.191, 4.160], [1.912, -5.691, 5.577], [-1.597, -2.463, 2.364], [-1.720, -1.424, 3.579], [-1.609, -0.062, 5.829], [-2.192, 1.036, 5.061], [-1.660, 2.370, 5.630], [-2.333, 3.395, 4.951], [-1.985, 4.691, 5.327], [-1.896, 0.955, 3.662], [-1.654, 0.076, 6.909], [-0.567, -0.318, 5.642], [-2.190, -0.985, 5.832], [-3.262, 1.052, 5.269], [-0.587, 2.536, 5.531], [-1.943, 2.461, 6.678], [-2.833, 5.317, 5.048], [-1.214, 4.998, 4.621], [-1.783, 4.784, 6.394], [-2.461, 1.698, 3.278], [-0.971, 1.319, 3.480], [0.864, 3.950, 2.705], [0.444, 2.883, 2.481], [0.487, 5.042, 2.141], [1.779, 4.237, 3.518], [-0.056, 5.057, 1.289], [0.876, 5.889, 2.528], [1.981, 5.216, 3.666], [2.206, 3.484, 4.037], [1.674, -3.516, -2.262], [2.549, -2.881, -1.800], [0.530, -3.816, -1.653], [1.701, -4.066, -3.408], [0.503, -3.479, -0.701], [-0.167, -4.469, -1.981], [2.552, -4.022, -3.951], [0.892, -4.599, -3.694], [0.054, -1.089, 0.335], [0.055, -2.277, 0.683], [0.800, -0.645, -0.592], [-0.614, -0.165, 0.815], [0.900, 0.336, -0.807], [1.523, -1.241, -0.969], [-1.133, -0.476, 1.624], [-0.422, 0.825, 0.765]], "homo_energy_ev": -8.62, "homo_lumo_gap_ha": 0.32104, "smiles": "COC[C@H](C)N.COC[C@H](C)N.COC[C@H](C)N.COC[C@H](C)N.COC[C@H](C)N.COC[C@H](C)N.COC[C@H](C)N.NC(N)=O.NC(N)=O.NC(N)=O", "relative_energy_kcal_mol": 134.8, "total_energy_ha": -2698.5402}